Density functional theory data (the ωB97M-V functional and the def2-TZVPD basis) for C34H39BrN5O3PPd as an isolated structure at a distorted geometry.

Last column: Löwdin charge in e.
Atoms and positions in Å:
Pd1 0.588 0.502 0.409  0.750
N1 2.727 0.289 1.100  0.040
C1 3.432 -0.887 0.622  -0.296
C2 4.814 -0.963 0.635  -0.006
C3 5.441 -2.110 0.170  -0.035
C4 4.687 -3.177 -0.302  -0.038
C5 3.304 -3.088 -0.331  -0.050
C6 2.680 -1.935 0.134  -0.292
P1 0.878 -1.750 0.205  1.041
C7 0.290 -2.739 -1.166  -0.367
C8 0.763 -2.353 -2.424  -0.094
C9 0.362 -3.040 -3.556  -0.046
C10 -0.515 -4.112 -3.435  -0.044
C11 -0.993 -4.490 -2.187  -0.055
C12 -0.610 -3.795 -1.050  -0.098
C13 0.526 -2.488 1.828  -0.351
C14 0.630 -3.859 2.053  -0.078
C15 0.509 -4.364 3.340  -0.049
C16 0.308 -3.506 4.410  -0.053
C17 0.201 -2.137 4.194  -0.069
C18 0.306 -1.629 2.908  -0.140
H1 3.223 1.141 0.858  0.092
H2 2.627 0.260 2.113  0.116
H3 5.403 -0.137 1.017  0.126
H4 6.521 -2.169 0.178  0.122
H5 5.175 -4.076 -0.654  0.121
H6 2.715 -3.910 -0.717  0.118
H7 1.465 -1.530 -2.501  0.107
H8 0.735 -2.752 -4.530  0.118
H9 -0.823 -4.657 -4.318  0.119
H10 -1.661 -5.338 -2.102  0.116
H11 -0.990 -4.084 -0.078  0.100
H12 0.827 -4.531 1.226  0.107
H13 0.591 -5.430 3.508  0.118
H14 0.247 -3.899 5.416  0.118
H15 0.042 -1.472 5.033  0.116
H16 0.216 -0.562 2.745  0.079
N2 -5.038 -1.204 0.861  0.071
C19 -4.259 -1.091 2.139  -0.083
C20 -2.949 -1.853 1.969  -0.178
N3 -2.138 -1.319 0.880  -0.060
C21 -2.894 -1.360 -0.373  -0.178
C22 -4.251 -0.663 -0.303  -0.082
H17 -5.924 -0.703 0.936  0.188
H18 -5.254 -2.189 0.695  0.182
H19 -4.850 -1.493 2.960  0.139
H20 -4.062 -0.035 2.319  0.146
H21 -3.169 -2.905 1.753  0.132
H22 -2.388 -1.815 2.902  0.116
H23 -1.877 -0.354 1.100  0.064
H24 -3.031 -2.413 -0.644  0.118
H25 -2.305 -0.891 -1.163  0.121
H26 -4.819 -0.821 -1.219  0.145
H27 -4.130 0.409 -0.146  0.100
N4 1.340 2.614 0.740  0.124
C23 1.098 3.751 0.736  -0.213
N5 0.824 5.023 0.704  -0.062
C24 1.098 5.889 1.867  -0.086
C25 2.478 6.506 1.693  -0.176
O1 2.564 7.199 0.462  -0.109
C26 2.320 6.372 -0.659  -0.175
C27 0.935 5.747 -0.581  -0.084
H28 1.027 5.318 2.791  0.136
H29 0.342 6.674 1.868  0.139
H30 3.242 5.718 1.744  0.131
H31 2.667 7.239 2.474  0.138
H32 3.074 5.574 -0.718  0.131
H33 2.402 7.007 -1.538  0.138
H34 0.759 5.064 -1.411  0.133
H35 0.172 6.524 -0.582  0.140
Br1 -3.384 2.358 -5.570  0.791
C28 -2.120 1.934 -4.234  -0.673
C29 -0.870 1.459 -4.600  -0.107
C30 0.057 1.172 -3.611  -0.070
C31 -0.274 1.329 -2.273  -0.076
C32 -1.544 1.760 -1.905  -0.143
C33 -2.462 2.087 -2.902  -0.062
C34 -2.049 1.820 -0.474  -0.589
O2 -3.215 2.128 -0.282  0.035
O3 -1.268 1.470 0.510  -0.189
H36 -0.623 1.323 -5.645  0.110
H37 1.049 0.838 -3.892  0.110
H38 0.493 1.128 -1.523  0.037
H39 -3.434 2.458 -2.611  0.117

Calculated values
HOMO	-13.225	eV
spin multiplicity	1
total charge	+2
ΔE to the lowest compared entry with this formula, charge and spin	116.04	kJ/mol